No. 1
ORCA calculation (ωB97M-V/def2-TZVPD) on C41H32BrIrN5O3PS as an isolated structure at a distorted geometry.

Calculated values
* highest occupied orbital energy (spin up / spin down): -13.324 / -13.324 eV
* net charge: +2
* LUMO (spin up / spin down): -7.30 / -7.30 eV
* DFT total energy: -5498.481599 hartree

Structure (XYZ):
```
85
Properties=species:S:1:pos:R:3:forces:R:3
C 5.889214 -2.107261 1.510725 0.003 -0.141 -0.769
C -3.097960 -3.755346 -1.857874 0.059 0.061 -0.183
C -3.300947 -3.832052 -0.481286 -0.086 -0.132 -0.387
H -0.849520 -1.090926 4.748260 -0.122 -0.127 0.120
P -1.310774 1.585175 -1.238064 -0.267 0.795 1.985
C 0.737810 2.823965 -2.692782 0.242 -0.628 0.160
H 5.138348 -0.926222 5.921580 0.095 0.052 0.056
C 4.790229 -1.278506 4.960479 0.417 -0.039 -0.204
N 1.850881 -1.770049 -0.318963 -0.231 1.756 1.070
C 1.282410 3.755147 -3.553768 0.215 -0.016 0.012
N 3.503340 -1.556776 4.870536 -1.081 0.206 1.071
H 3.327730 -0.757385 0.682516 0.051 -0.021 0.008
C -2.622296 -2.990246 0.364613 0.533 0.614 -0.055
C -1.696024 -2.044709 -0.132335 -1.222 -1.531 -1.781
H -1.153054 4.457477 2.732971 0.065 0.017 0.056
H -3.563083 0.255360 -0.156938 -0.088 -0.005 0.082
C -3.439020 2.970917 0.000295 0.224 0.088 -0.091
H -5.031676 3.968088 1.003341 -0.072 0.037 0.043
H 0.496632 -2.881638 -1.392494 0.078 -0.063 -0.039
H 1.984079 -2.257209 3.658977 -0.132 -0.043 0.041
C -0.623604 2.768103 -2.439564 -0.106 -0.211 0.003
H -4.082734 2.589455 -0.778019 -0.062 -0.015 -0.006
C 5.072629 -1.899045 2.692534 0.053 0.415 1.218
H -2.090351 -2.728842 -3.452595 0.058 -0.025 -0.093
H 0.712560 0.429206 5.938282 -0.009 -0.019 0.109
H 6.215389 -2.647769 -0.467744 0.146 0.032 0.008
C -1.041801 -1.266952 2.024968 -0.807 -0.967 -4.143
H -2.826237 -3.072533 1.417488 -0.019 -0.090 0.161
C -3.156324 4.273647 1.999878 -0.063 -0.035 -0.073
H 2.100335 1.800728 2.116361 -0.039 0.012 -0.078
H -3.586723 4.863453 2.794056 -0.016 0.113 0.047
N 3.769141 -2.168443 2.653707 -0.352 -0.521 -0.934
O 0.891499 0.290720 -2.231574 -0.732 -0.829 1.218
Br -4.023878 -4.930439 -3.015863 0.200 0.314 0.269
C 1.528000 -2.799442 -1.090767 -0.204 -0.694 -0.477
C 5.650808 -1.440790 3.888234 -0.372 -0.191 -0.415
C -2.075712 2.682458 -0.000990 -0.139 -0.204 -0.066
C -2.219208 -2.808016 -2.384989 -0.349 -0.410 -0.021
H -0.188411 3.021764 0.969362 0.070 0.001 0.010
H -1.735516 -1.933455 2.506577 -0.060 -0.113 0.023
O 1.631455 1.718066 -0.477089 0.525 -0.100 0.178
H 6.703335 -1.222772 3.968087 0.111 0.000 -0.009
C -4.689894 -0.552697 -1.787551 -0.028 0.009 0.058
C -0.187179 -0.435445 4.210034 -0.456 -0.406 -1.483
C -0.216214 -0.453539 2.791580 1.869 1.804 1.603
C 0.673277 0.405411 4.861395 0.765 0.783 -0.216
C 5.464217 -2.430173 0.280980 0.585 0.149 0.413
H -3.986702 -4.560949 -0.080456 -0.087 -0.056 0.042
C -3.775683 -0.174208 -3.976574 -0.149 -0.066 -0.081
C -3.972394 3.759059 1.003977 -0.077 0.091 0.102
N 0.633908 0.364917 2.084323 -1.788 -0.904 -0.572
C -2.737970 0.560052 -3.431848 0.190 0.126 0.184
C 4.097820 -2.564156 -0.204791 -0.603 -0.080 -0.393
H 6.953138 -2.028211 1.679986 0.120 -0.031 -0.070
H 4.516772 -4.316990 -1.382630 0.126 -0.078 0.000
S 1.701326 1.509724 -1.970723 1.325 1.408 -1.000
C -3.640594 0.148105 -1.230147 0.087 0.169 -0.073
C 1.460362 1.179169 2.730039 0.470 0.413 -0.198
C 2.463125 -3.731083 -1.510772 -0.343 0.261 0.182
C -1.251533 3.225933 0.985522 -0.063 -0.090 -0.099
C 3.766121 -3.607871 -1.070509 0.080 0.446 0.339
H 0.836723 5.369814 -4.887073 0.061 0.069 -0.054
H -5.450752 -0.971591 -1.150455 -0.120 -0.102 0.095
O 3.031716 1.508705 -2.469609 -0.358 0.049 -0.108
H -2.534818 3.633096 -2.911379 -0.101 0.048 0.028
C -1.790795 4.028036 1.974824 -0.008 -0.005 0.030
H 2.168852 -4.539036 -2.160463 -0.090 -0.045 -0.061
H -0.846584 -1.239915 -1.947728 -0.004 -0.119 -0.085
H -5.575398 -1.273967 -3.596043 -0.088 -0.072 -0.081
C -4.759208 -0.718334 -3.163004 0.128 0.092 0.007
C 3.033889 -2.005859 3.725889 0.934 0.193 0.096
C -0.932949 4.589170 -3.970251 0.012 0.039 -0.069
N -0.943099 -1.222518 0.661712 0.539 0.811 4.585
Ir 0.417508 0.159079 0.049058 -0.299 -0.996 -2.777
H -1.978434 0.987915 -4.069316 0.062 0.028 -0.100
H 2.191269 1.923480 4.596661 0.104 0.057 -0.034
H -1.592867 5.260170 -4.496936 -0.059 0.108 -0.026
C 1.513107 1.242835 4.109151 -0.574 -0.653 0.355
C 3.095803 -1.639087 0.104789 0.780 -0.224 -0.140
C -2.676841 0.741923 -2.052423 0.241 -0.401 0.234
H -3.822156 -0.323476 -5.042458 -0.008 0.024 -0.176
H 2.347934 3.763665 -3.724104 0.096 -0.001 -0.069
C 0.434136 4.645614 -4.197232 -0.022 -0.099 0.123
C -1.469469 3.668424 -3.085655 0.169 -0.265 0.252
C -1.530439 -1.972098 -1.539923 0.066 0.171 1.113
```
Positions in Å, forces in eV/Å.

Results of the Mulliken charge analysis, in e, for atoms 1 through 8: atom 1 (C): -0.77, atom 2 (C): -0.50, atom 3 (C): -0.90, atom 4 (H): 0.58, atom 5 (P): 1.29, atom 6 (C): 0.59, atom 7 (H): 0.44, atom 8 (C): -0.27

***

No. 2
ORCA calculation (ωB97M-V/def2-TZVPD) on C41H33As2N2O4W as an isolated structure at a distorted geometry.

Calculated values
* highest occupied orbital energy (spin up / spin down): -10.724 / -10.724 eV
* net charge: +1
* energy relative to the best compared isomer or geometry (same formula, charge and spin): 0.000 eV
* LUMO (spin up / spin down): -4.21 / -4.21 eV
* DFT total energy: -6531.064188 hartree

Structure (XYZ):
```
83
Properties=species:S:1:pos:R:3:forces:R:3
C -0.152581 2.618472 2.540878 -2.526 0.604 1.713
As -0.286481 -0.559328 1.750378 -0.130 -3.674 1.526
C -3.045881 -0.441028 4.985378 -0.016 -0.081 0.059
H -2.835281 -0.300328 -4.000422 0.035 -0.128 -0.138
C 0.250819 -1.684528 -3.742022 -0.074 0.100 0.398
C -0.924881 -1.038128 -3.354422 0.341 0.669 0.034
H -2.627581 -1.276728 -6.269422 -0.036 0.002 -0.027
H -0.382481 -3.144128 1.191578 0.028 0.408 0.111
C 2.660419 0.643372 -5.607422 0.267 -0.204 -0.382
H -3.305281 -1.843928 6.582178 -0.047 0.007 0.075
C 0.370219 -2.219228 -5.013122 -0.057 0.011 0.011
C -0.592081 -2.144828 -0.725422 0.144 0.277 0.097
H 4.423319 2.762672 3.667178 0.117 0.044 0.131
H -2.578081 1.608672 0.026678 -0.661 -0.416 -0.211
C -1.296281 -0.948928 3.415978 -0.046 0.615 -0.199
C 2.042019 1.343672 -4.549922 -0.560 0.441 0.710
C -2.742781 -1.591028 5.696178 0.000 0.042 -0.018
H 2.178119 -1.870628 0.519078 0.044 0.018 0.101
O -0.809781 2.895972 3.530578 1.459 -0.345 -1.683
C -0.675881 -2.089928 -5.914722 0.006 0.079 -0.034
C -5.205881 -0.940228 -1.269622 0.031 -0.003 -0.008
H -1.083881 2.033972 -3.424022 0.308 -0.099 0.088
C -3.871181 -1.110228 -1.597422 0.586 -0.029 -0.046
C 2.143119 2.585372 -2.496222 -0.442 0.156 -0.090
C 3.627619 2.494772 2.993678 0.016 -0.018 0.011
C -0.862681 -2.249328 0.773278 -0.099 0.557 -0.187
H -0.942781 3.498972 -1.472222 0.252 -0.378 0.335
As -0.989781 -0.304528 -1.505222 -2.049 -3.236 -1.293
C 2.310919 2.786572 3.343378 -0.564 -0.406 -1.082
O 3.877719 0.205072 -0.839522 -1.791 1.048 1.200
H 5.153019 -1.514428 3.557878 0.149 -0.083 0.049
N 3.119819 0.038572 -6.465622 0.211 -0.244 -0.323
H 0.070219 0.948072 -5.306622 -0.004 -0.077 -0.054
H 1.156619 -0.222628 4.355878 0.140 -0.094 -0.019
C 0.740819 2.562972 -2.384522 0.262 0.089 -0.871
C 3.764819 -1.754928 1.948278 -0.002 -0.078 0.038
W 0.166719 1.307772 0.064378 -3.544 0.289 -3.980
H 4.948719 1.565072 1.542978 0.178 -0.095 0.000
H 0.635219 3.940372 -0.765922 -0.305 -0.270 -0.024
C 3.941219 1.828772 1.811578 -1.260 -0.093 -0.575
H -1.946081 -2.350228 0.949478 0.354 0.215 0.065
C 1.506119 -1.040728 2.395578 -0.032 0.281 -0.108
C -0.989981 -2.105528 4.141378 0.360 0.152 -0.561
H -5.943981 -1.633828 -1.645222 -0.026 -0.060 -0.001
C 1.892919 -0.657528 3.682778 -0.425 0.020 -0.205
C 2.787519 1.969172 -3.547322 -0.081 -0.005 -0.084
H 1.281219 -2.721528 -5.303522 0.060 0.006 -0.023
H 2.727719 3.104972 -1.743522 -0.011 -0.046 0.048
H 2.060419 3.251572 4.280878 -0.088 0.078 0.139
N 1.607819 1.873272 1.231678 2.952 0.707 2.274
C 2.888619 1.490672 0.944078 -0.231 1.189 1.749
C 0.009219 1.971072 -3.430022 0.055 0.558 0.097
C 4.133619 -1.388028 3.231778 0.028 0.027 0.023
C 0.049719 3.102372 -1.188822 0.154 0.654 0.191
H -3.549281 -1.937628 -2.224522 -0.159 0.046 0.069
C -5.598081 0.125172 -0.471422 0.115 0.095 0.080
O 1.613219 0.406572 -0.659722 2.588 -0.666 0.140
H 3.865319 1.972372 -3.597222 0.096 -0.041 -0.044
H -4.967081 1.866872 0.612478 -0.015 0.038 0.048
H 4.487219 -2.182328 1.269978 0.095 -0.011 -0.058
H 1.090219 -1.740228 -3.054722 -0.035 -0.080 -0.078
C -2.916081 -0.202828 -1.130922 0.206 0.378 0.127
C -1.707981 -2.418028 5.280678 -0.002 0.014 -0.054
H -6.638181 0.254772 -0.214922 -0.103 0.003 -0.009
C -1.951281 -0.866628 -4.282422 0.015 0.185 0.588
C 1.294419 2.462372 2.429978 1.934 0.221 -0.498
H -2.538181 0.810572 3.318778 -0.028 -0.105 0.034
C -2.321781 -0.113028 3.847878 0.194 0.141 -0.266
H -1.452881 -3.302228 5.847178 -0.020 -0.052 0.003
C 3.196419 -0.846128 4.099578 0.038 -0.004 -0.006
C 2.914119 0.668872 -0.259222 1.763 -1.787 -1.859
C -4.658281 1.031072 0.001678 -0.095 -0.053 0.018
H 0.469119 -2.324328 -0.944222 -0.199 0.065 0.009
C -1.826581 -1.404328 -5.555122 -0.004 -0.002 -0.003
C 2.456919 -1.574628 1.526778 -0.317 -0.254 0.070
H 3.472719 -0.570828 5.105778 0.099 0.042 0.098
H -0.167581 -2.737028 3.810678 -0.164 0.012 0.137
H -0.579081 -2.495528 -6.910122 -0.008 -0.051 -0.077
O -0.741781 2.283772 1.345078 -0.309 1.761 2.482
C -3.323081 0.867572 -0.327522 0.630 0.212 -0.108
C 0.646819 1.385172 -4.504622 0.163 0.125 0.066
H -3.841081 0.207872 5.321878 -0.036 0.050 0.000
H -1.163081 -2.913228 -1.274422 0.122 0.535 0.043
```
Positions in Å, forces in eV/Å.

Results of the Mulliken charge analysis, in e, for atoms 1 through 8: atom 1 (C): -0.15, atom 2 (As): 1.95, atom 3 (C): -0.90, atom 4 (H): 0.46, atom 5 (C): -0.76, atom 6 (C): 0.62, atom 7 (H): 0.43, atom 8 (H): 0.56